Run one
DFT (ωB97M-V/def2-TZVPD) results for a molecular structure, C4H7NO2S.

Cartesian coordinates (Å):
C  1.03  2.23  0.20
C  0.36  0.44  -0.60
C  -2.00  -2.31  -0.93
C  1.49  0.22  1.64
N  0.92  0.89  0.50
O  1.84  3.11  0.31
O  -0.28  2.59  -2.29
S  -0.47  2.06  -0.97
H  -2.45  -2.30  -0.05
H  -1.00  -2.17  -0.75
H  -2.22  -1.44  -1.52
H  -2.21  -3.31  -1.46
H  1.55  -0.86  1.42
H  2.53  0.61  1.93
H  0.90  0.25  2.58

Values from the calculation:
Frontier orbital gap (alpha / beta) in eV: 8.09 / 7.06
HOMO energy (alpha / beta) in eV: -7.54 / -9.68
2S+1: 3
<S²>: 2.0077

---

Run two
DFT (ωB97M-V/def2-TZVPD) results for a single C4H7NO2S molecule.

Cartesian coordinates (Å):
C  0.82  -1.00  -1.12
C  -0.24  0.57  1.35
C  -0.98  0.21  0.06
C  1.55  0.22  -1.40
N  -0.48  -0.94  -0.62
O  1.36  -2.08  -1.35
O  2.70  0.30  -1.96
S  1.57  0.67  0.79
H  -0.57  1.48  1.76
H  -0.23  -0.23  2.17
H  -2.09  0.27  0.19
H  -0.96  1.09  -0.61
H  -0.89  -1.91  -0.37
H  3.10  -0.66  -1.85
H  0.95  1.18  -1.49

Values from the calculation:
Frontier orbital gap (alpha / beta) in eV: 6.24 / 6.75
HOMO energy (alpha / beta) in eV: -5.61 / -9.22
2S+1: 3
<S²>: 2.0068

---

Name the least stable of them. run one.

---

Run one
DFT (ωB97M-V/def2-TZVPD) results for 9 unconnected molecules or ions with the total composition C36H91Cl4N5O12.

Cartesian coordinates (Å):
Cl  -5.05  4.48  1.46
C  -4.20  3.35  2.44
C  -2.92  4.09  2.87
Cl  -1.79  4.35  1.47
H  -3.92  2.53  1.79
H  -4.80  3.01  3.28
H  -2.43  3.40  3.56
H  -3.14  5.06  3.30
Cl  -6.60  1.10  -0.60
C  -5.32  1.78  -1.64
C  -5.62  3.19  -1.93
Cl  -4.43  3.71  -3.08
H  -5.34  1.24  -2.59
H  -4.33  1.64  -1.22
H  -5.42  3.62  -0.95
H  -6.64  3.46  -2.21
C  -1.58  0.63  0.29
O  -2.52  -0.11  -0.50
H  -0.87  0.09  0.92
H  -1.19  1.21  -0.54
H  -2.22  1.23  0.93
H  -2.80  -0.92  -0.07
C  -2.97  -1.23  -3.76
O  -2.31  -0.05  -3.34
H  -2.26  -1.82  -4.34
H  -3.29  -1.87  -2.95
H  -3.82  -1.07  -4.42
H  -2.29  -0.01  -2.39
C  -0.07  -2.65  5.81
O  -0.44  -3.67  4.81
C  -1.71  -3.79  4.43
C  -2.34  -2.52  3.89
N  -1.58  -1.91  2.83
C  -1.14  -2.78  1.66
C  -2.43  -3.46  1.11
O  -3.14  -2.59  0.29
C  -4.13  -1.89  1.06
H  -0.73  -2.88  6.64
H  -0.30  -1.63  5.50
H  0.95  -2.60  6.18
H  -2.26  -4.10  5.32
H  -1.86  -4.57  3.68
H  -2.63  -1.75  4.61
H  -3.32  -2.84  3.52
H  -0.71  -1.79  3.32
H  -0.38  -3.45  2.09
H  -0.70  -2.12  0.91
H  -3.05  -4.00  1.83
H  -2.09  -4.28  0.48
H  -4.07  -0.89  1.50
H  -4.68  -2.68  1.57
H  -4.95  -1.60  0.41
C  -0.88  4.94  -3.44
O  0.04  3.79  -3.77
C  -0.63  2.56  -4.00
C  -1.66  2.46  -5.22
N  -0.98  2.58  -6.50
C  -0.66  3.95  -6.77
C  -0.51  4.22  -8.24
O  -1.24  3.33  -9.05
C  -1.34  3.75  -10.42
H  -1.39  4.67  -2.51
H  -1.60  5.15  -4.23
H  -0.19  5.76  -3.28
H  -1.12  2.34  -3.06
H  0.09  1.74  -4.03
H  -2.53  3.13  -5.24
H  -2.16  1.49  -5.23
H  -1.51  2.23  -7.29
H  0.18  4.31  -6.19
H  -1.41  4.64  -6.38
H  0.55  4.15  -8.50
H  -0.82  5.25  -8.44
H  -1.96  3.12  -11.07
H  -0.46  4.14  -10.93
H  -1.96  4.64  -10.47
C  6.33  -6.04  -2.68
O  5.89  -4.72  -2.45
C  5.76  -4.35  -1.07
C  5.65  -2.78  -0.81
N  4.30  -2.42  -1.08
C  4.06  -0.99  -0.87
C  2.62  -0.70  -0.87
O  2.11  -0.94  -2.21
C  0.63  -0.99  -2.29
H  5.89  -6.22  -3.66
H  5.94  -6.76  -1.96
H  7.42  -6.11  -2.75
H  6.70  -4.58  -0.58
H  4.91  -4.92  -0.70
H  6.21  -2.24  -1.57
H  6.05  -2.46  0.15
H  3.99  -2.72  -2.00
H  4.69  -0.38  -1.52
H  4.46  -0.83  0.13
H  2.49  0.34  -0.55
H  2.15  -1.44  -0.22
H  0.04  -0.37  -1.62
H  0.26  -2.01  -2.27
H  0.27  -0.49  -3.20
C  -1.01  1.16  4.33
O  -0.18  2.20  3.80
C  0.50  2.92  4.77
C  0.64  4.37  4.19
N  1.79  4.36  3.20
C  1.71  5.59  2.39
C  2.87  5.62  1.36
O  3.12  4.42  0.58
C  2.13  4.23  -0.34
H  -1.71  1.35  5.14
H  -0.51  0.23  4.59
H  -1.71  0.86  3.55
H  1.42  2.40  5.02
H  -0.06  3.03  5.70
H  0.92  5.12  4.93
H  -0.32  4.61  3.73
H  1.84  3.52  2.65
H  1.87  6.48  3.00
H  0.70  5.55  1.97
H  3.73  5.96  1.94
H  2.79  6.52  0.74
H  2.09  5.04  -1.07
H  1.23  3.98  0.22
H  2.42  3.35  -0.90
C  -0.21  -7.23  2.15
O  0.65  -6.18  2.42
C  1.75  -6.52  3.30
C  3.02  -5.59  3.31
N  2.47  -4.20  3.45
C  2.98  -3.19  2.48
C  3.03  -1.77  2.94
O  1.91  -1.18  2.28
C  1.80  0.23  2.46
H  -1.09  -6.84  1.64
H  -0.53  -7.77  3.04
H  0.24  -7.82  1.35
H  2.06  -7.56  3.23
H  1.32  -6.38  4.30
H  3.60  -5.76  2.40
H  3.71  -5.77  4.13
H  1.47  -4.21  3.34
H  2.45  -3.34  1.54
H  4.00  -3.54  2.29
H  3.99  -1.33  2.65
H  2.96  -1.70  4.02
H  2.57  0.73  1.88
H  1.96  0.59  3.48
H  0.83  0.57  2.10

Values from the calculation:
Frontier orbital gap in eV: 8.19
SMILES: COCCNCCOC.COCCNCCOC.COCCNCCOC.COCCNCCOC.COCCNCCOC.ClCCCl.ClCCCl.CO.CO
HOMO energy in eV: -7.86

---

Run two
DFT (ωB97M-V/def2-TZVPD) results for 9 unconnected molecules or ions with the total composition C36H91Cl4N5O12.

Cartesian coordinates (Å):
Cl  -4.23  -1.57  -2.17
C  -5.27  -0.12  -1.84
C  -4.88  0.39  -0.48
Cl  -5.91  -0.34  0.78
H  -6.30  -0.46  -1.85
H  -5.07  0.57  -2.66
H  -5.02  1.47  -0.37
H  -3.85  0.23  -0.18
Cl  3.06  1.56  4.37
C  1.30  1.32  4.19
C  0.83  0.01  4.76
Cl  1.06  -1.33  3.61
H  1.00  1.42  3.15
H  0.78  2.15  4.67
H  -0.25  0.09  4.93
H  1.18  -0.21  5.76
C  -0.82  0.47  0.54
O  -2.15  0.89  1.00
H  -0.12  1.31  0.69
H  -0.43  -0.34  1.15
H  -0.93  0.24  -0.51
H  -2.07  0.91  1.96
C  -3.94  1.88  3.81
O  -2.66  2.10  4.34
H  -4.75  2.13  4.51
H  -4.11  2.48  2.90
H  -4.04  0.84  3.51
H  -2.44  3.07  4.30
C  -5.73  -4.84  3.45
O  -4.81  -4.41  4.41
C  -4.29  -3.09  4.22
C  -3.67  -2.85  2.88
N  -2.45  -3.64  2.75
C  -1.90  -3.77  1.42
C  -2.87  -4.18  0.33
O  -3.34  -5.47  0.48
C  -4.52  -5.68  -0.27
H  -6.54  -4.10  3.41
H  -6.05  -5.80  3.82
H  -5.27  -4.88  2.46
H  -3.69  -2.88  5.10
H  -5.19  -2.45  4.32
H  -3.50  -1.79  2.67
H  -4.36  -3.16  2.08
H  -2.69  -4.52  3.19
H  -1.15  -4.57  1.46
H  -1.42  -2.82  1.19
H  -2.32  -4.10  -0.64
H  -3.62  -3.39  0.15
H  -4.78  -6.74  -0.37
H  -4.36  -5.33  -1.30
H  -5.36  -5.12  0.16
C  0.95  -3.82  -0.57
O  1.79  -4.93  -0.27
C  1.17  -5.93  0.54
C  0.14  -6.77  -0.20
N  -0.66  -7.58  0.72
C  -1.50  -8.51  -0.04
C  -2.51  -9.19  0.85
O  -3.23  -8.20  1.56
C  -4.48  -8.63  1.98
H  0.04  -4.14  -1.07
H  1.61  -3.15  -1.10
H  0.65  -3.26  0.34
H  0.81  -5.50  1.49
H  2.02  -6.57  0.81
H  0.70  -7.39  -0.90
H  -0.53  -6.07  -0.73
H  -1.38  -6.96  1.11
H  -0.89  -9.30  -0.49
H  -2.06  -8.00  -0.84
H  -2.03  -9.87  1.58
H  -3.12  -9.86  0.22
H  -5.17  -8.68  1.14
H  -4.81  -8.09  2.86
H  -4.37  -9.65  2.39
C  2.18  4.42  1.96
O  0.96  3.92  2.46
C  -0.19  4.27  1.71
C  -1.09  5.21  2.52
N  -1.37  4.59  3.82
C  -1.71  5.56  4.85
C  -0.51  6.31  5.36
O  0.32  5.34  5.95
C  1.54  5.83  6.44
H  2.96  3.78  2.39
H  2.41  5.44  2.26
H  2.23  4.26  0.88
H  -0.78  3.37  1.50
H  0.08  4.73  0.75
H  -1.96  5.40  1.89
H  -0.52  6.14  2.63
H  -0.55  4.03  4.03
H  -2.27  5.13  5.68
H  -2.40  6.29  4.43
H  -0.83  7.02  6.14
H  0.06  6.83  4.58
H  2.18  5.02  6.76
H  1.34  6.50  7.30
H  2.09  6.40  5.68
C  3.43  2.69  -7.54
O  3.18  3.95  -7.01
C  4.04  4.30  -5.90
C  3.36  5.48  -5.21
N  2.12  5.09  -4.59
C  2.27  4.41  -3.30
C  0.94  3.96  -2.75
O  0.47  2.90  -3.49
C  -0.81  2.46  -3.03
H  3.09  1.89  -6.88
H  4.51  2.57  -7.74
H  2.90  2.55  -8.48
H  5.05  4.57  -6.26
H  4.18  3.43  -5.25
H  3.09  6.22  -5.96
H  4.05  5.91  -4.48
H  1.61  4.46  -5.20
H  2.70  5.17  -2.64
H  2.91  3.52  -3.37
H  0.21  4.78  -2.68
H  1.18  3.63  -1.72
H  -0.86  2.38  -1.94
H  -1.00  1.47  -3.43
H  -1.57  3.16  -3.41
C  3.02  1.51  -0.21
O  2.92  0.80  -1.43
C  4.10  0.91  -2.23
C  3.73  0.34  -3.60
N  4.57  0.72  -4.69
C  6.02  0.70  -4.50
C  6.74  1.09  -5.76
O  6.89  2.51  -5.86
C  7.78  2.86  -6.88
H  2.02  1.42  0.22
H  3.34  2.56  -0.35
H  3.77  1.16  0.52
H  4.91  0.34  -1.77
H  4.36  1.97  -2.37
H  2.71  0.61  -3.88
H  3.67  -0.75  -3.56
H  4.28  1.51  -5.23
H  6.32  -0.28  -4.14
H  6.24  1.49  -3.75
H  6.22  0.72  -6.65
H  7.75  0.66  -5.72
H  7.88  3.95  -6.93
H  7.50  2.46  -7.86
H  8.80  2.53  -6.63

Values from the calculation:
Frontier orbital gap in eV: 8.90
SMILES: COCCNCCOC.COCCNCCOC.COCCNCCOC.COCCNCCOC.COCCNCCOC.ClCCCl.ClCCCl.CO.CO
HOMO energy in eV: -8.41

---

Name the least stable of them. run one.

---

Run one
DFT (ωB97M-V/def2-TZVPD) results for a molecular structure, C11H13ClN2O2PbS.

Cartesian coordinates (Å):
Cl  3.55  -1.16  0.96
C  1.28  0.48  -3.00
C  0.02  -0.19  -3.04
C  0.22  -1.53  -2.62
H  -0.92  0.23  -3.39
C  1.61  -1.69  -2.28
C  2.25  -0.43  -2.57
H  3.34  -0.27  -2.45
H  1.44  1.50  -3.32
H  -0.52  -2.35  -2.58
C  2.26  -2.93  -1.73
Pb  1.03  -0.65  0.17
C  -0.60  2.21  -0.60
C  2.56  1.05  1.38
O  -1.15  3.15  -0.28
O  3.24  1.58  2.13
H  1.54  -3.56  -1.17
H  3.08  -2.67  -1.02
H  2.68  -3.52  -2.57
S  -1.48  -1.73  0.99
C  -1.84  -0.20  1.67
N  -2.95  0.53  1.39
C  -3.11  1.66  2.31
C  -1.85  1.60  3.17
N  -1.11  0.47  2.61
H  -3.65  0.23  0.72
H  -4.02  1.57  2.90
H  -3.20  2.59  1.76
H  -2.08  1.47  4.22
H  -1.28  2.52  3.10
H  -0.37  0.00  3.15

Values from the calculation:
Frontier orbital gap (alpha / beta) in eV: 4.68 / 4.71
Charge: +2
HOMO energy (alpha / beta) in eV: -15.87 / -15.88

---

Run two
DFT (ωB97M-V/def2-TZVPD) results for a molecular structure, C11H13ClN2O2PbS.

Cartesian coordinates (Å):
Cl  -2.87  1.10  -2.09
C  0.72  -2.01  -2.50
C  1.84  -1.26  -2.07
C  1.70  0.07  -2.53
H  2.69  -1.65  -1.50
C  0.46  0.17  -3.26
C  -0.13  -1.16  -3.25
H  -1.04  -1.42  -3.77
H  0.58  -3.08  -2.33
H  2.40  0.89  -2.39
C  -0.10  1.39  -3.90
Pb  -0.85  0.33  -0.79
C  0.33  -2.02  0.89
C  -3.10  -0.93  0.17
O  0.45  -2.69  1.81
O  -4.25  -0.93  0.10
H  0.26  2.30  -3.39
H  -1.20  1.37  -3.85
H  0.19  1.43  -4.97
S  0.87  2.12  0.72
C  0.46  1.25  2.13
N  1.34  0.67  2.99
C  0.70  0.11  4.18
C  -0.79  0.38  3.93
N  -0.81  1.00  2.61
H  2.34  0.78  2.86
H  1.07  0.63  5.07
H  0.90  -0.97  4.24
H  -1.22  1.08  4.67
H  -1.36  -0.55  3.92
H  -1.57  1.60  2.31

Values from the calculation:
Frontier orbital gap (alpha / beta) in eV: 4.41 / 4.44
Charge: +2
HOMO energy (alpha / beta) in eV: -15.64 / -15.64

---

Name the least stable of them. run one.

---

Run one
DFT (ωB97M-V/def2-TZVPD) results for 3 unconnected molecules or ions with the total composition C3H11NOS.

Cartesian coordinates (Å):
C  2.01  1.38  0.20
N  0.63  1.12  -0.16
C  -0.08  0.32  0.84
C  -1.49  -0.01  0.40
S  -1.86  -1.75  0.71
H  2.50  1.92  -0.63
H  2.63  0.50  0.45
H  2.03  2.06  1.08
H  0.59  0.57  -1.06
H  0.48  -0.60  1.06
H  -0.03  0.90  1.78
H  -2.27  0.57  0.93
H  -1.61  0.22  -0.66
H  -3.57  -1.40  -0.27
H  0.39  -2.38  -2.07
H  -0.51  -1.86  -0.98
O  0.17  -1.55  -1.61

Values from the calculation:
Frontier orbital gap (alpha / beta) in eV: 8.52 / 4.98
Charge: +1
HOMO energy (alpha / beta) in eV: -13.39 / -13.38
2S+1: 2
<S²>: 0.7544

---

Run two
DFT (ωB97M-V/def2-TZVPD) results for 2 unconnected molecules or ions with the total composition C3H11NOS.

Cartesian coordinates (Å):
C  -1.76  1.12  1.77
C  -0.51  1.39  0.92
S  -0.80  1.19  -0.81
H  -1.93  0.06  1.86
H  -2.65  1.59  1.33
H  -1.61  1.59  2.74
H  0.02  2.32  1.11
H  0.26  0.61  1.15
H  0.43  0.96  -1.30
N  1.20  -1.64  -1.59
C  0.73  -1.87  -0.26
O  1.52  -1.34  0.78
H  1.19  -0.69  -1.92
H  2.11  -2.05  -1.75
H  -0.30  -1.44  -0.22
H  0.66  -2.95  -0.21
H  2.01  -0.59  0.43

Values from the calculation:
Frontier orbital gap (alpha / beta) in eV: 9.96 / 4.89
Charge: +1
HOMO energy (alpha / beta) in eV: -13.97 / -13.94
2S+1: 2
<S²>: 0.7536

---

Name the least stable of them. run one.